Computed, not measured: C26H29Cl3N6S in the gas phase in a non-equilibrium geometry, with ωB97M-V/def2-TZVPD.

Computed properties:
Strongest force on any atom   1.43 eV/A
SMILES   CCCn1c([C@H](C)Nc2nc(-c3cc(Cl)c(N)c(Cl)c3)cs2)nc2cc(Cl)c(N3CCCCC3)cc21
Orbital gap   7.66 eV

Geometry as XYZ:
```
65
Properties=species:S:1:pos:R:3:forces:R:3
C 3.9489 2.5648 -1.3138 -0.236 0.058 0.064
C 2.4347 2.5818 -1.1561 0.139 -0.232 -0.103
H 2.0196 3.4628 -1.6509 -0.080 -0.001 0.036
C 1.7990 1.3249 -1.7604 0.366 0.333 0.127
N 0.3715 1.3307 -1.5929 -0.322 0.210 -0.005
C -0.6100 1.6533 -2.4992 -0.102 0.303 0.491
N -1.8043 1.6634 -1.9803 -0.220 0.283 -0.573
C -1.6467 1.2801 -0.6755 0.783 -0.139 0.278
C -2.5807 1.0492 0.3267 0.221 0.124 -0.116
C -2.1216 0.5521 1.5252 -0.078 0.125 -0.059
C -0.7566 0.3011 1.8034 -0.038 0.078 -0.327
C 0.1704 0.5645 0.7969 0.116 -0.047 0.139
C -0.2799 1.0419 -0.4206 -0.733 0.013 -0.015
H 1.2188 0.3756 0.9567 0.147 -0.015 0.098
N -0.3919 -0.2824 3.0119 -0.035 -0.273 0.112
C -0.6607 0.4052 4.2592 0.083 0.493 0.145
C 0.5371 1.2470 4.7124 -0.069 -0.291 0.133
C 1.7694 0.3617 4.8664 0.076 0.246 -0.215
C 2.0521 -0.3389 3.5412 -0.156 -0.153 0.141
C 0.8004 -1.0975 3.0835 0.283 -0.039 -0.107
H 0.9605 -1.5706 2.1132 -0.037 -0.067 0.062
H 0.5967 -1.8911 3.8137 0.070 -0.050 -0.056
H 2.3364 0.4090 2.7984 0.055 0.018 -0.061
H 2.8799 -1.0424 3.6469 0.051 -0.012 -0.058
H 2.6320 0.9576 5.1721 0.010 -0.058 0.076
H 1.5841 -0.3854 5.6420 0.022 -0.042 0.084
H 0.7319 2.0219 3.9666 -0.019 0.077 -0.012
H 0.2966 1.7364 5.6574 -0.022 0.083 0.010
H -1.5314 1.0479 4.1469 0.047 -0.131 0.063
H -0.8831 -0.3501 5.0223 -0.073 0.051 0.035
Cl -3.3220 0.1270 2.7039 -0.264 0.009 0.252
H -3.6327 1.2048 0.1540 -0.122 -0.013 0.015
C -0.3403 1.8973 -3.9537 -0.183 0.112 -0.263
N 0.4396 0.7915 -4.5125 0.044 0.512 -0.401
C 0.3168 -0.4708 -4.0440 0.815 -1.092 -0.444
N -0.4307 -0.8200 -3.0673 -0.576 0.285 -0.008
C -0.1652 -2.0785 -2.6101 0.727 -0.424 -0.501
C 0.7930 -2.7420 -3.3123 -0.145 0.131 0.025
S 1.4215 -1.7538 -4.5918 -0.403 0.380 0.383
H 1.1535 -3.7415 -3.1859 -0.002 -0.287 0.054
C -0.8820 -2.4971 -1.4130 -0.190 -0.197 0.395
C -2.1741 -2.0168 -1.2077 0.198 -0.170 0.083
C -2.8445 -2.3144 -0.0445 0.173 -0.102 0.032
C -2.2530 -3.0473 0.9963 0.145 0.016 -0.290
N -2.9234 -3.3249 2.1489 -0.179 -0.169 0.238
H -2.3645 -3.6243 2.9316 -0.078 0.078 -0.017
H -3.7091 -2.7288 2.3584 0.120 -0.028 0.061
C -0.9588 -3.5246 0.7497 -0.124 0.039 -0.012
C -0.2830 -3.2732 -0.4259 -0.201 0.168 -0.165
H 0.7178 -3.6530 -0.5615 0.118 -0.009 0.044
Cl -0.1764 -4.4526 1.9911 0.072 -0.118 0.116
Cl -4.4703 -1.7644 0.1585 -0.259 -0.028 -0.104
H -2.6373 -1.4055 -1.9647 -0.097 0.092 -0.039
H 0.7547 0.9058 -5.4634 -0.006 -0.001 0.105
C -1.6557 2.0954 -4.7032 0.196 0.046 0.155
H -2.2631 1.2014 -4.6017 -0.086 -0.067 -0.007
H -1.4669 2.2935 -5.7563 0.055 0.019 -0.081
H -2.2009 2.9266 -4.2692 -0.116 0.087 -0.012
H 0.2872 2.7944 -4.0653 -0.103 -0.111 0.062
H 2.2017 0.4321 -1.2700 -0.002 -0.014 -0.105
H 2.0384 1.2659 -2.8231 -0.031 -0.085 0.098
H 2.1710 2.6427 -0.0984 -0.075 0.049 0.004
H 4.3760 1.6997 -0.8115 0.115 -0.087 0.042
H 4.2239 2.5189 -2.3653 0.101 -0.008 -0.112
H 4.3859 3.4620 -0.8833 0.117 0.044 0.014
```
Positions in Å, forces in eV/Å.

Atomic partial charges in e from the Mulliken method, atoms 1 to 5:
1. C -1.3980
2. C -0.0602
3. H 0.3303
4. C -1.4282
5. N 0.6018



Computed, not measured: a molecular structure, C26H25FN5O5SV in a non-equilibrium geometry, with ωB97M-V/def2-TZVPD.

Computed properties:
⟨S²⟩   2.024
Strongest force on any atom   3.43 eV/A
Spin multiplicity   3
Orbital gap (spin up / spin down)   6.92 / 7.70 eV
Energy relative to the best compared isomer or geometry (same formula, charge and spin)   338.95 kJ/mol

Geometry as XYZ:
```
64
Properties=species:S:1:pos:R:3:forces:R:3
V 0.3252 1.5934 -1.4374 -0.873 -0.583 2.784
O 2.2242 3.6246 4.2066 0.333 -0.325 -0.336
C 1.3213 2.6305 3.8753 0.194 -0.217 1.296
O 0.4708 2.3337 4.6843 1.244 0.370 -1.874
C 1.6135 2.0221 2.5196 0.101 0.096 -0.361
C 2.8596 1.6429 1.9664 -1.260 0.869 1.233
N 2.6697 1.2997 0.6954 -1.944 0.681 0.898
N 1.3355 1.4351 0.3658 1.532 0.283 0.757
C 0.7003 1.8857 1.4550 0.245 -1.151 0.483
C -0.8216 1.8974 1.3034 -2.788 0.462 -1.269
O -1.6850 1.9900 2.1897 2.556 -0.229 -0.926
O -1.1198 1.7949 0.0187 0.593 0.192 1.839
H 2.9928 3.6925 3.5954 -1.071 -0.128 0.325
H 3.8087 1.6778 2.4779 0.183 -0.311 -0.331
H 3.3679 1.0151 0.0504 0.190 -0.315 -0.901
S -2.7769 3.6659 -3.4858 0.919 -0.373 -1.382
C -1.6526 4.9569 -3.1669 -0.472 -1.329 0.142
C -0.5259 4.4261 -2.5922 0.059 0.992 0.213
C -0.4656 3.0189 -2.4648 -1.959 0.484 -2.775
C -1.5180 2.4315 -3.2479 0.688 1.153 2.123
C -1.6550 0.9690 -3.2624 -0.565 -1.020 1.535
C -2.4977 0.2276 -4.1227 0.291 0.230 -0.218
C -2.6719 -1.1554 -3.9539 1.281 1.147 1.420
C -2.0273 -1.7212 -2.8316 -0.049 0.621 -0.884
C -1.1424 -1.0112 -2.0546 0.207 0.882 0.369
N -0.9475 0.3244 -2.2347 -1.647 -1.289 -2.219
H -1.9293 5.9656 -3.4767 0.209 -0.315 0.504
H 0.2739 5.0579 -2.2319 0.049 0.145 0.007
H -2.9434 0.8160 -4.9383 0.057 -0.580 0.348
H -3.2051 -1.7870 -4.6345 -0.451 0.033 -0.212
H -2.1151 -2.7328 -2.5505 -0.343 -1.149 -0.130
H -0.6251 -1.5691 -1.2319 -0.296 1.092 -0.635
F 5.6566 0.5230 -4.0066 -0.245 0.251 -0.324
C 4.3693 0.7204 -3.6361 -0.175 1.215 -0.314
C 3.7568 -0.2602 -2.9229 0.208 -1.663 0.246
C 2.5054 -0.0101 -2.4116 -0.953 -0.645 1.353
C 1.9233 1.2512 -2.4348 0.990 -0.633 -2.149
C 2.4716 2.1642 -3.3344 -0.180 1.052 0.563
C 3.6904 1.9142 -3.9359 0.593 -1.068 0.710
H 4.2405 -1.2314 -2.7694 -0.094 0.402 -0.169
H 1.9146 -0.8126 -1.8972 0.931 0.446 -0.304
H 1.9167 3.1339 -3.4370 0.957 -0.899 -0.324
H 4.1763 2.6443 -4.5045 0.654 0.955 -0.961
C 1.2309 -3.5037 2.6949 0.641 -0.996 -0.521
N -0.1456 -3.2100 2.9118 -0.072 1.523 -0.967
C -0.7200 -4.1079 3.8637 -1.638 -0.723 -0.651
C -2.0672 -3.5992 4.3828 1.235 0.188 -0.145
C -2.8801 -3.1750 3.1997 -1.698 -0.382 -1.606
N -2.1772 -2.2439 2.3120 -0.005 0.961 -0.901
C -3.0090 -1.3029 1.4693 -0.395 -0.423 2.043
C -0.8299 -2.3264 2.0339 -0.816 -1.966 1.281
O -0.2827 -1.7724 1.0916 0.137 0.333 0.197
H 1.7287 -3.3686 3.6815 0.156 -0.541 -0.766
H 1.6658 -2.8088 1.9796 -0.064 -0.037 0.008
H 1.3247 -4.5796 2.2558 0.242 1.586 0.941
H -0.0021 -4.3281 4.6378 0.195 0.203 0.463
H -0.9085 -5.0836 3.3551 0.100 0.233 0.261
H -1.9042 -2.7244 4.9981 0.091 0.249 0.317
H -2.5075 -4.3720 4.9976 -0.449 -0.119 -0.041
H -3.8204 -2.6431 3.4915 0.750 -0.582 -0.002
H -3.2070 -4.0676 2.5490 0.351 0.897 1.066
H -2.8823 -1.4471 0.4152 0.448 -0.035 -0.514
H -2.7752 -0.2711 1.7959 -0.189 -0.429 -0.544
H -4.0910 -1.5204 1.6880 1.081 0.229 -0.066
```
Positions in Å, forces in eV/Å.

Atomic partial charges in e from the Mulliken method, atoms 1 to 5:
1. V -0.6026
2. O -0.4646
3. C 0.5486
4. O -0.4840
5. C -0.0354



Computed, not measured: a molecular structure, C22H95BeO38 in a non-equilibrium geometry, with ωB97M-V/def2-TZVPD.

Computed properties:
Net charge   +1
Strongest force on any atom   3.75 eV/A
Orbital gap   5.69 eV

Geometry as XYZ:
```
156
Properties=species:S:1:pos:R:3:forces:R:3
Be -3.3468 -0.6272 2.6298 3.556 -0.092 -1.202
C 0.6992 -0.1972 0.5223 1.449 -0.169 0.596
C -0.5071 -0.4196 1.3791 0.493 -0.860 -0.156
O -0.8098 -1.5304 1.8180 -0.521 -1.748 0.222
O -1.1804 0.5809 1.6618 -2.269 2.155 0.593
H 0.4741 -0.1422 -0.5428 -0.036 0.079 0.122
H 1.4714 -0.9393 0.7252 -0.329 -0.588 -0.407
H 1.2287 0.6815 0.8907 -0.360 0.588 -0.443
O -0.8934 2.3421 -4.6925 -0.864 0.815 -0.427
H 0.0003 2.6347 -4.8715 0.331 0.207 0.092
H -0.7963 1.4318 -4.4129 0.262 -0.142 0.411
O -1.3971 -1.8681 -1.9829 -1.072 0.160 0.521
H -1.2222 -1.0335 -2.4178 0.305 0.404 -0.556
H -0.5419 -2.2948 -1.9298 1.112 -0.136 -0.111
O 0.3451 2.2110 3.8744 0.189 0.008 0.192
H 1.2276 2.4788 3.6181 0.345 0.151 0.068
H 0.0147 1.7212 3.1213 -0.541 -0.330 -0.752
O -2.3424 -1.9856 4.4985 -0.677 0.694 -1.394
H -2.2086 -1.4559 5.2845 -0.047 0.500 0.734
H -2.1834 -2.8849 4.7853 -0.252 -0.449 -0.285
O -4.0976 1.6554 1.8290 -0.471 -1.579 0.673
H -3.4901 2.3460 1.5640 0.781 0.061 -0.244
H -4.9227 2.1118 1.9936 -0.373 0.034 0.207
O 2.5306 0.4093 -2.8231 -0.205 -0.540 -0.457
H 3.2424 0.1026 -3.3848 0.119 -0.159 -0.419
H 2.9634 0.6793 -2.0131 0.087 0.484 0.913
O 3.7281 1.5784 -0.7647 0.308 -0.585 -0.188
H 3.5979 2.3024 -0.1522 -0.619 0.685 0.466
H 4.6176 1.7017 -1.0964 0.371 0.029 -0.084
O -2.7072 4.6825 1.7298 -0.471 0.233 0.452
H -1.9128 4.8753 2.2278 0.147 0.127 0.190
H -2.4786 3.9192 1.1994 0.454 -0.208 -0.750
O 0.3154 -0.3891 5.5232 -0.622 0.462 0.413
H 0.7126 -1.2502 5.3929 0.525 -0.514 -0.137
H 0.8016 0.1906 4.9368 0.160 0.335 -0.073
O 3.9341 -4.1673 -0.8844 -0.261 -0.508 -0.218
H 4.7490 -4.6316 -0.6932 0.291 -0.205 -0.063
H 4.0092 -3.3429 -0.4037 0.076 0.811 0.026
O -3.6113 -2.9361 1.8770 -0.487 1.193 0.944
H -4.4007 -3.4712 1.9597 -0.406 -0.057 0.099
H -2.9807 -3.5052 1.4359 0.659 0.195 -0.479
O 4.6184 -1.3756 -0.4109 0.309 -0.606 -1.300
H 4.5742 -1.1543 0.5193 -0.219 0.038 0.664
H 4.0623 -0.7247 -0.8391 -0.152 0.069 0.045
O -1.7988 -1.2393 7.1821 -0.782 -0.141 -0.147
H -1.4500 -2.1202 7.3183 0.138 -0.242 0.312
H -1.1424 -0.8025 6.6393 0.921 0.596 -0.040
O -2.4728 -4.1747 -0.9045 -0.244 -0.464 0.628
H -2.9692 -4.5196 -1.6467 -0.139 -0.241 -0.124
H -1.9305 -3.4810 -1.2799 0.011 0.575 -0.179
O 2.2328 -5.7293 0.8863 0.280 -0.421 0.400
H 2.7147 -5.3712 0.1408 0.319 0.222 -0.204
H 1.3467 -5.3807 0.7890 -0.490 0.192 0.059
O -0.2179 -4.4270 0.8836 0.003 -0.199 0.250
H -1.1011 -4.6048 0.5602 -0.252 -0.268 -0.465
H -0.2481 -3.5159 1.1756 0.092 0.716 0.169
C 4.6951 1.1396 3.6036 -0.874 0.391 -0.038
C 5.1964 0.2623 2.4346 -0.010 -0.820 1.417
O 4.2041 -0.6991 1.9864 -0.039 1.895 0.776
O 4.0551 0.4300 4.6958 0.537 -0.250 -0.965
H 3.9422 1.8128 3.1937 -0.396 0.001 -0.311
H 5.4321 1.8504 3.9774 0.587 -0.486 -0.038
H 6.0139 -0.3912 2.7392 0.479 0.511 0.152
H 5.5142 0.9422 1.6441 -0.207 -0.288 -0.212
H 3.8288 -0.9951 2.8189 -0.254 -0.774 0.203
H 4.2265 0.8881 5.5218 0.109 0.050 -0.016
C -4.9455 -0.8400 -0.7234 0.022 -0.653 -0.119
C -5.2872 -2.2834 -1.1669 0.023 -0.699 0.779
O -6.6986 -2.4762 -1.5183 2.143 0.550 -0.123
O -3.6458 -0.7199 -0.0737 -1.340 -0.136 0.167
H -5.7209 -0.4876 -0.0432 0.129 0.187 -0.044
H -4.8882 -0.2269 -1.6229 -0.422 0.278 0.106
H -5.0234 -3.0546 -0.4431 -0.339 0.449 0.937
H -4.5486 -2.6137 -1.8973 -0.421 0.438 -1.065
H -6.6350 -2.7551 -2.4346 -0.621 -0.008 -0.164
H -3.0393 -0.8886 -0.7984 0.923 -0.309 0.224
C 0.4075 -4.3165 -3.1216 0.839 -1.307 -0.636
C 1.0024 -5.6270 -2.6038 0.853 -0.703 -0.279
O 2.4540 -5.7468 -2.7748 -1.825 0.489 -0.426
O 0.9620 -3.2655 -2.3984 -0.052 1.497 1.050
H -0.6801 -4.3077 -3.0498 0.023 0.022 0.252
H 0.6650 -4.1390 -4.1658 -0.135 -0.469 -0.311
H 0.5505 -6.4734 -3.1208 0.082 -0.019 -0.105
H 0.8244 -5.7627 -1.5370 -0.424 0.241 0.065
H 2.8136 -5.1356 -2.1277 0.518 0.141 0.217
H 1.8495 -3.1029 -2.7263 0.156 0.005 0.096
C 1.7331 5.8501 0.2229 -0.404 0.181 1.645
C 1.5008 4.3936 0.6768 0.021 0.230 -1.749
O 2.7449 3.7424 0.7360 0.905 -0.648 0.542
O 2.4656 6.5151 1.3027 -0.583 -0.383 -0.859
H 0.7772 6.3476 0.0594 -0.157 0.010 0.088
H 2.2936 5.9919 -0.7012 0.189 -0.628 0.103
H 0.9511 3.8426 -0.0863 -0.284 0.123 -0.088
H 0.9849 4.2303 1.6230 -0.238 0.706 0.090
H 3.2123 4.1481 1.4698 0.396 0.187 0.047
H 1.8306 7.1179 1.6962 0.209 0.148 0.236
C 2.2530 -3.4543 3.6846 0.555 -0.467 0.579
C 3.4565 -3.7907 4.5926 0.682 1.095 -0.098
O 4.5009 -2.7667 4.5118 -0.664 -0.645 -0.354
O 1.3758 -2.4840 4.2798 0.296 -0.390 0.398
H 1.7672 -4.4018 3.4518 -0.421 0.080 0.069
H 2.6036 -3.0444 2.7373 0.326 -0.137 -0.055
H 3.8901 -4.7510 4.3133 0.095 0.225 -0.567
H 3.2908 -3.9206 5.6621 -0.965 0.068 -0.034
H 4.2845 -2.1031 5.1709 0.030 0.182 0.016
H 0.5640 -2.4080 3.7730 -0.136 -0.075 -0.519
C -2.6376 3.1059 5.4952 0.249 -0.745 0.331
C -3.0589 1.6414 5.4604 -0.328 1.568 1.807
O -2.2881 0.9856 4.5156 -0.887 -1.320 -2.094
O -1.2795 3.1740 5.9172 -0.575 0.373 -0.156
H -3.2736 3.6972 6.1539 0.122 -0.039 0.113
H -2.7869 3.4366 4.4673 0.181 0.477 -0.132
H -4.1293 1.7212 5.2706 -0.090 -0.953 -0.524
H -2.8543 1.1356 6.4040 -0.494 0.289 0.419
H -1.3721 1.1701 4.7358 0.505 -0.320 -0.001
H -0.7519 3.1078 5.1180 0.452 0.069 -0.027
C 0.1978 -0.6846 -4.7955 0.212 -1.532 0.380
C 0.9896 -0.0160 -5.8929 -1.790 -0.958 -1.192
O 1.2102 -1.0525 -6.8906 0.726 0.804 0.704
O 0.0099 0.1176 -3.6734 -0.757 0.246 1.063
H 0.7015 -1.5937 -4.4669 0.365 -0.203 -0.211
H -0.7948 -1.0491 -5.0602 -0.023 0.264 -0.715
H 1.8845 0.4831 -5.5212 0.242 -0.393 -0.297
H 0.3196 0.7229 -6.3325 0.367 0.454 -0.046
H 0.4279 -1.0795 -7.4463 0.006 0.033 -0.079
H 0.8730 0.1733 -3.2567 0.486 0.394 0.479
C -4.7268 1.0705 -5.2907 1.680 0.764 0.436
C -3.7049 0.0519 -4.7823 0.601 0.070 -0.743
O -4.0651 -1.3091 -4.9592 0.533 -0.307 -0.130
O -5.7753 1.2181 -4.4063 -2.139 -1.021 0.235
H -5.0242 0.8727 -6.3205 -0.504 -0.506 0.266
H -4.3046 2.0741 -5.3429 1.002 -0.007 -0.258
H -3.2919 0.2551 -3.7943 -0.996 0.136 0.959
H -2.7398 0.1796 -5.2726 -0.207 -0.132 -1.038
H -4.9299 -1.5708 -4.6350 -0.167 0.717 0.155
H -5.4244 1.4045 -3.5324 0.210 0.342 0.039
C -2.1876 2.5396 -1.4836 0.927 0.320 -0.617
C -3.3502 3.2581 -2.1487 1.639 0.764 -0.495
O -4.5500 2.5274 -2.2110 -0.287 0.431 1.034
O -2.0525 2.6510 -0.0504 -1.016 -0.075 -0.533
H -1.2431 2.9297 -1.8628 -0.134 0.359 -0.467
H -2.1692 1.5078 -1.8347 -0.308 -0.339 0.372
H -3.0747 3.5453 -3.1635 0.393 -0.647 -0.244
H -3.4384 4.2597 -1.7277 -0.536 -0.039 0.656
H -5.0773 2.9978 -1.5612 -0.766 -0.512 -0.054
H -1.7223 1.8003 0.2478 0.257 -0.409 0.684
C 3.0627 3.9480 -3.3116 1.321 0.977 -0.753
C 4.4681 3.3481 -3.5950 -0.007 0.698 -0.331
O 5.4593 4.2779 -3.1922 -0.022 0.106 0.362
O 2.0635 3.0820 -3.7270 -0.551 -0.585 0.550
H 2.8786 4.8634 -3.8740 0.633 0.063 -0.314
H 2.9940 4.3014 -2.2828 -0.040 -0.526 0.444
H 4.6139 3.1368 -4.6544 -0.471 0.063 -0.289
H 4.6754 2.3966 -3.1055 -0.589 -0.216 0.352
H 6.2821 3.7877 -3.1265 0.201 0.249 -0.042
H 2.1128 2.3831 -3.0707 -0.474 -0.701 -0.294
```
Positions in Å, forces in eV/Å.

Atomic partial charges in e from the Mulliken method, atoms 1 to 5:
1. Be 0.7146
2. C -0.1503
3. C 0.2723
4. O -0.4557
5. O 0.3472



Q: The highest strongest force on any atom belongs to which entry?
A: C22H95BeO38